Density functional theory data (wB97M-V/def2-TZVPD) for a cluster of 2 separate species, C5H13N3O in total.

## Properties
net charge	0

Structure (XYZ):
```
22
Properties=species:S:1:pos:R:3:forces:R:3:lowdin_charge:R:1
C 0.89608 0.17729 -1.01440 -1.9 -0.3 -0.5 -0.625
C -0.54343 0.74593 1.40842 0.7 0.2 0.8 -0.117
C 1.26562 -1.01032 -1.88838 0.2 0.1 0.1 -0.018
C -0.26408 -0.14693 2.59207 0.0 0.0 0.0 -0.143
N 1.23229 0.08299 0.32591 -0.7 0.3 1.0 0.192
C -0.72828 0.16298 -0.55690 1.5 0.1 -3.0 -0.493
N -1.26155 -1.13637 -0.32372 0.0 0.0 0.8 0.101
O 1.20029 1.38347 -1.64740 -0.1 -0.2 0.2 -0.017
N -1.32677 1.14505 -1.17113 0.4 0.0 1.2 0.103
H 0.31593 1.78097 -1.82493 0.1 0.0 0.1 0.073
H 1.64834 0.97525 0.59819 0.0 0.0 0.1 0.095
H -1.43510 -1.58477 -1.21852 0.0 0.2 0.0 0.095
H -0.61034 -1.71347 0.19800 0.0 0.1 0.0 0.076
H -2.10569 1.51899 -0.62973 -0.3 -0.2 -0.3 0.060
H -0.13451 1.75181 1.48516 0.2 -0.1 -0.1 0.091
H -1.62145 0.87240 1.30021 0.0 -0.4 -0.4 0.081
H 0.65363 -1.01159 -2.79208 0.0 0.0 0.0 0.087
H 2.30817 -0.89930 -2.19052 0.0 -0.1 0.0 0.084
H 1.15352 -1.96008 -1.36749 0.0 0.0 0.0 0.071
H 0.79603 -0.22494 2.82811 0.0 0.0 0.0 0.063
H -0.78659 0.24359 3.47351 0.0 0.0 -0.1 0.076
H -0.65212 -1.15295 2.41561 0.0 0.0 0.0 0.065
```
Positions in Å, forces in eV/Å.


Density functional theory data (wB97M-V/def2-TZVPD) for the ion C3H9N4 with charge +1.

## Properties
net charge	+1

Structure (XYZ):
```
16
Properties=species:S:1:pos:R:3:forces:R:3:lowdin_charge:R:1
C -2.05854 0.94560 -0.16149 -1.0 -1.1 -0.1 -0.080
N -1.02224 0.01038 -0.61669 -2.1 1.9 0.2 -0.085
C -0.23593 -0.54764 0.37384 1.2 1.0 -5.0 -0.427
N 0.43320 -1.60050 -0.13626 1.5 -2.7 -0.2 0.098
C 0.82128 0.64666 0.67415 -0.4 0.6 2.7 0.068
N 1.93098 0.57039 0.19267 2.3 -0.9 -0.5 -0.002
N 2.85248 0.31569 -0.53887 -1.8 1.2 -1.1 0.270
H -2.40223 1.42224 -1.15226 -0.1 -0.3 2.2 0.119
H -2.88010 0.29211 0.40566 1.3 1.8 -1.4 0.128
H -1.62427 1.65392 0.60114 -0.7 -0.2 -1.0 0.079
H -1.03527 -0.14371 -1.62384 0.7 -0.7 0.9 0.151
H -0.70657 -0.82994 1.23273 -1.4 -0.1 2.7 0.141
H 0.86237 -2.15935 0.58981 0.3 -0.3 -0.7 0.120
H 0.94572 -1.45997 -1.01091 -0.3 -0.4 0.6 0.113
H 0.55091 1.26624 1.53510 0.4 0.4 -0.6 0.168
H 3.56822 -0.38212 -0.36477 0.1 -0.1 1.3 0.136
```
Positions in Å, forces in eV/Å.


Number 1: energy -11908.6981 eV, F_max 0.065 Eh/bohr. Number 2: energy -9206.1764 eV, F_max 0.101 Eh/bohr.